No. 1
This record from OMol25 describes a 4-piece molecular cluster, C3H12O4 overall. The level of theory is ωB97M-V/def2-TZVPD.

```
19
C3H12O4 | OMol25 | ωB97M-V/def2-TZVPD
O -2.273 -1.921 -0.879
C -1.178 -1.883 -1.429
C 0.243 -1.717 -0.768
C 1.026 -0.631 -1.295
H -1.145 -2.384 -2.413
H 0.655 -2.685 -0.892
H -0.148 -1.556 0.246
H 1.592 -0.966 -2.257
H 1.817 -0.247 -0.679
H 0.460 0.248 -1.671
H 1.749 2.270 0.152
H 2.070 1.511 1.324
O 2.257 1.501 0.305
H -2.012 -0.672 0.663
H -1.990 -0.255 2.000
O -1.387 -0.159 1.279
H -0.598 2.923 1.424
H -0.933 3.604 2.563
O -0.206 3.018 2.327
```

Calculated values
Frontier orbital gap   0.3760 hartree
HOMO energy   -0.357 Eh
Structure (SMILES)   CCC=O.O.O.O

***

No. 2
This record from OMol25 describes a 3-piece molecular cluster, C3H12O4 overall. The level of theory is ωB97M-V/def2-TZVPD.

```
19
C3H12O4 | OMol25 | ωB97M-V/def2-TZVPD
C -0.867 0.362 -1.127
O -0.694 0.835 -2.573
C 0.181 -0.733 -1.029
C 0.561 -1.093 0.389
O -0.388 -1.907 1.297
H -0.507 1.185 -0.576
H -1.963 0.116 -0.806
H -1.558 0.955 -2.873
H -0.217 -1.721 -1.536
H 1.158 -0.563 -1.617
H 1.430 -1.846 0.434
H 0.907 -0.148 0.884
H -1.239 -1.369 1.303
H 3.497 0.935 0.245
H 4.686 1.091 1.237
O 4.305 0.509 0.568
H -2.838 0.416 1.841
H -3.532 1.680 2.281
O -2.921 1.297 1.658
```

Calculated values
Frontier orbital gap (spin up / spin down)   0.3863 / 0.1351 hartree
Expectation value of S²   0.755
HOMO energy (spin up / spin down)   -0.525 / -0.525 Eh
Total charge   +1
Multiplicity   2

***

No. 3
This record from OMol25 describes a 2-piece molecular cluster, C3H13B2NO5 overall. The level of theory is ωB97M-V/def2-TZVPD.

```
24
C3H13B2NO5 | OMol25 | ωB97M-V/def2-TZVPD
O 1.999 0.232 3.733
B 2.091 -0.333 2.365
O 0.913 0.050 1.512
B -0.241 0.191 2.247
O -0.795 1.516 2.343
O -0.988 -0.846 2.816
H 2.063 1.180 3.724
H 2.169 -1.546 2.456
H 3.120 0.037 1.816
H -0.185 1.996 2.892
H -1.305 -0.579 3.672
C -0.528 -0.814 -3.799
C -0.090 0.363 -2.998
O 0.537 1.290 -3.428
N -0.315 0.429 -1.541
C -1.510 -0.226 -0.951
H -0.614 -0.514 -4.840
H 0.219 -1.605 -3.709
H -1.496 -1.188 -3.467
H 0.549 0.047 -1.110
H -0.250 1.433 -1.334
H -1.489 0.015 0.101
H -1.441 -1.300 -1.092
H -2.412 0.175 -1.407
```

Calculated values
Frontier orbital gap   0.2139 hartree
HOMO energy   -0.258 Eh

***

No. 4
This record from OMol25 describes C3H13F3HfO16S3 as an isolated structure. The level of theory is ωB97M-V/def2-TZVPD.

```
39
C3H13F3HfO16S3 | OMol25 | ωB97M-V/def2-TZVPD
Hf -6.860 21.475 16.497
C -9.508 21.293 20.006
C -7.979 21.623 20.083
O -7.491 21.528 18.775
H -9.914 21.429 21.008
H -9.589 20.271 19.636
H -10.081 21.947 19.348
H -7.430 21.011 20.798
H -7.920 22.663 20.406
S -4.772 21.022 14.378
O -5.339 22.207 15.020
O -3.403 20.731 14.764
O -5.680 20.078 14.974
O -5.097 21.108 12.986
S -8.229 21.643 13.081
O -7.829 20.536 12.269
O -9.646 21.869 12.922
O -7.800 21.518 14.494
O -7.317 22.590 12.416
C -8.878 17.070 15.766
F -10.061 16.338 15.934
F -7.815 16.236 15.695
F -8.985 17.805 14.622
S -8.600 18.270 17.249
O -7.724 17.682 18.309
O -7.926 19.427 16.648
O -9.887 18.693 17.827
O -5.138 22.838 17.539
H -4.193 22.851 17.390
H -5.296 23.560 18.146
O -7.425 23.800 15.995
H -7.372 24.136 15.100
H -7.593 24.573 16.533
O -5.340 19.988 17.625
H -5.058 19.919 18.537
H -4.907 19.257 17.184
O -9.266 21.869 16.581
H -9.808 22.130 15.837
H -9.883 21.780 17.308
```

Calculated values
Frontier orbital gap   0.1305 hartree
HOMO energy   -0.001 Eh
Total charge   -2

***

No. 5
This record from OMol25 describes C3H13N2O as an isolated structure. The level of theory is ωB97M-V/def2-TZVPD.

```
19
C3H13N2O | OMol25 | ωB97M-V/def2-TZVPD
C -1.899 -0.730 -0.173
C -0.941 0.108 -1.016
C 0.299 0.606 -0.260
N 0.934 -0.456 0.629
N -1.123 -1.767 0.640
H -2.419 -0.041 0.493
H -2.542 -1.346 -0.801
H -1.565 1.004 -1.168
H -0.647 -0.390 -1.941
H 0.007 1.433 0.389
H 1.013 0.916 -1.007
H 1.417 -0.094 1.450
H 0.058 -1.135 0.841
H 1.701 -0.913 0.136
H -1.781 -2.134 1.313
H -0.846 -2.445 -0.064
H 3.284 2.376 -0.412
H 2.491 2.887 0.766
O 2.559 2.120 0.182
```

Calculated values
Frontier orbital gap   0.4236 hartree
HOMO energy   -0.530 Eh
Total charge   +1

***

No. 6
This record from OMol25 describes a 2-piece molecular cluster, C3H13N2O overall. The level of theory is ωB97M-V/def2-TZVPD.

```
19
C3H13N2O | OMol25 | ωB97M-V/def2-TZVPD
N -1.039 -1.027 0.558
C -0.820 0.352 -0.023
C -2.009 0.679 -0.903
C 0.449 0.377 -0.918
N 1.332 -0.732 -0.477
H -1.880 -0.946 1.124
H -0.191 -1.287 1.080
H -1.106 -1.755 -0.157
H -0.705 0.985 0.860
H -2.937 0.730 -0.314
H -2.175 0.054 -1.777
H -1.902 1.688 -1.333
H 0.234 0.232 -1.985
H 0.828 1.386 -0.907
H 1.399 -1.459 -1.180
H 2.177 -0.326 -0.119
H 2.117 0.366 2.599
H 3.527 0.603 1.982
O 2.703 0.081 1.889
```

Calculated values
Frontier orbital gap   0.3854 hartree
HOMO energy   -0.504 Eh
Total charge   +1

***

No. 7
This record from OMol25 describes a 2-piece molecular cluster, C3H13N2O overall. The level of theory is ωB97M-V/def2-TZVPD.

```
19
C3H13N2O | OMol25 | ωB97M-V/def2-TZVPD
C 0.133 -1.225 -0.084
C -0.502 -0.303 1.008
C -1.810 0.128 0.462
N -1.575 1.014 -0.709
N 0.589 -0.415 -1.163
H -0.541 -2.026 -0.366
H 1.009 -1.666 0.374
H 0.109 0.518 1.342
H -0.656 -1.054 1.832
H -2.617 -0.600 0.272
H -2.136 0.734 1.330
H -0.982 1.761 -0.362
H -2.419 1.468 -1.098
H 0.717 -0.958 -2.069
H -0.115 0.378 -1.395
H 1.453 -0.229 -0.671
H 3.018 0.400 1.104
H 3.512 1.404 -0.039
O 2.815 0.672 0.233
```

Calculated values
Frontier orbital gap   0.3986 hartree
HOMO energy   -0.505 Eh
Total charge   +1

***

No. 8
This record from OMol25 describes a 2-piece molecular cluster, C3H13N2O overall. The level of theory is ωB97M-V/def2-TZVPD.

```
19
C3H13N2O | OMol25 | ωB97M-V/def2-TZVPD
C 0.510 0.717 -0.653
C 1.622 -0.490 -0.469
C 1.145 -1.925 -0.644
N 0.204 -2.380 0.484
N -0.534 0.397 0.514
H -0.058 0.763 -1.592
H 0.888 1.748 -0.365
H 2.104 -0.219 0.372
H 2.269 -0.360 -1.270
H 0.396 -1.795 -1.462
H 1.912 -2.736 -0.981
H 0.827 -2.707 1.291
H -0.319 -3.199 0.097
H -0.477 -0.654 0.727
H -0.696 1.107 1.226
H -1.552 0.587 -0.027
H -2.966 3.402 0.017
H -1.936 3.864 1.044
O -2.218 3.033 0.566
```

Calculated values
Frontier orbital gap (spin up / spin down)   0.3976 / 0.1492 hartree
Expectation value of S²   0.755
HOMO energy (spin up / spin down)   -0.671 / -0.671 Eh
Total charge   +2
Multiplicity   2

***

No. 9
This record from OMol25 describes C3H13N2O2Ru as an isolated structure. The level of theory is ωB97M-V/def2-TZVPD.

```
21
C3H13N2O2Ru | OMol25 | ωB97M-V/def2-TZVPD
C -0.778 0.635 -1.859
Ru 0.040 0.174 -0.198
N 1.083 -1.384 -1.126
H -0.884 1.301 0.418
H 1.005 1.160 -0.920
H -1.227 1.678 -1.886
H -1.696 -0.136 -1.825
H -0.291 0.551 -2.845
H 0.686 -2.186 -0.611
H 2.083 -1.323 -0.921
H 0.968 -1.543 -2.135
N 1.657 -1.940 3.705
C 0.947 -0.639 3.864
C 0.340 -0.283 2.517
O -0.556 0.610 2.459
O 0.820 -0.952 1.544
H 0.964 -2.695 3.656
H 2.264 -2.146 4.503
H 2.222 -1.935 2.838
H 0.175 -0.747 4.617
H 1.665 0.106 4.199
```

Calculated values
Frontier orbital gap (spin up / spin down)   0.1976 / 0.2949 hartree
Expectation value of S²   6.013
HOMO energy (spin up / spin down)   -0.332 / -0.473 Eh
Total charge   +1
Multiplicity   5

***

No. 10
This record from OMol25 describes C3H13N2O2Tc as an isolated structure. The level of theory is ωB97M-V/def2-TZVPD.

```
21
C3H13N2O2Tc | OMol25 | ωB97M-V/def2-TZVPD
C -1.396 0.992 -1.897
Tc 0.130 0.325 -0.702
N 1.772 0.086 0.772
N 1.504 0.178 -2.336
H 1.505 -0.627 1.466
H 0.689 1.698 -0.075
H -2.272 1.518 -1.468
H -1.675 -0.031 -2.229
H -1.002 1.650 -2.708
H 2.169 -0.610 -2.340
H 2.095 1.025 -2.283
H 1.087 0.178 -3.277
H 2.721 -0.116 0.454
H 1.844 0.959 1.301
C -1.147 -1.487 2.753
O -0.454 -0.790 1.713
C -1.254 -0.042 0.799
O -2.458 0.097 0.983
H -1.972 -2.116 2.374
H -1.516 -0.766 3.505
H -0.368 -2.118 3.192
```

Calculated values
Frontier orbital gap (spin up / spin down)   0.3186 / 0.2857 hartree
Expectation value of S²   3.781
HOMO energy (spin up / spin down)   -0.484 / -0.481 Eh
Total charge   +1
Multiplicity   4

***

No. 11
This record from OMol25 describes a 2-piece molecular cluster, C3H13N2OS overall. The level of theory is ωB97M-V/def2-TZVPD.

```
20
C3H13N2OS | OMol25 | ωB97M-V/def2-TZVPD
N 0.841 -0.641 -0.472
C -0.151 0.208 0.246
C -0.601 -0.421 1.558
S -1.982 -1.555 1.189
C 0.368 1.676 0.285
N 1.746 1.803 -0.121
H 0.463 -0.996 -1.369
H 1.653 0.000 -0.642
H 1.178 -1.478 0.008
H -1.027 0.255 -0.387
H 0.190 -0.942 2.085
H -0.988 0.377 2.186
H -2.597 -1.562 2.376
H 0.268 2.080 1.289
H -0.294 2.328 -0.285
H 2.384 2.259 0.509
H 1.861 2.158 -1.063
H -1.768 -1.477 -2.219
H -0.713 -2.482 -2.762
O -0.831 -1.589 -2.413
```

Calculated values
Frontier orbital gap   0.3661 hartree
HOMO energy   -0.473 Eh
Total charge   +1

***

No. 12
This record from OMol25 describes a 2-piece molecular cluster, C3H13N2S overall. The level of theory is ωB97M-V/def2-TZVPD.

```
19
C3H13N2S | OMol25 | ωB97M-V/def2-TZVPD
C -1.859 -0.671 -1.037
N -1.492 0.747 -1.307
H -2.875 -0.902 -1.345
H -1.716 -0.875 0.022
H -1.154 -1.291 -1.592
H -1.574 0.927 -2.305
H -2.113 1.363 -0.786
C 1.057 0.594 0.975
C 1.462 -0.870 0.996
S 1.257 -1.630 2.627
N 0.981 1.149 -0.410
H 1.789 1.172 1.541
H 0.078 0.771 1.420
H 2.507 -1.010 0.726
H 0.914 -1.449 0.252
H -0.037 -1.970 2.515
H 1.166 2.176 -0.399
H -0.108 0.986 -0.856
H 1.717 0.784 -1.037
```

Calculated values
Frontier orbital gap (spin up / spin down)   0.1279 / 0.3646 hartree
Expectation value of S²   0.751
HOMO energy (spin up / spin down)   -0.107 / -0.348 Eh
Multiplicity   2

***

In order of appearance, maximum force = 5.0 4.8 2.1 7.0 1.8 1.9 4.3 6.1 5.1 3.1 1.1 1.1 eV/Å.
In order of appearance, E = -11493.8915 -11483.0906 -16404.5548 -78050.4718 -8343.1764 -8343.1116 -8342.6521 -8327.8545 -12966.5335 -12586.5176 -19178.6997 -17133.8694 eV.